# 1
A single C2H5NO2 molecule at a distorted geometry, computed with ωB97M-V with the def2-TZVPD basis set.

- Relative energy (zero: lowest compared OMol25 entry of this formula, charge and spin): 4.138 eV
- SMILES: CCON=O
- HOMO-LUMO gap: 0.3688 Eh
- Calculated total energy: -284.31530 a.u.

Element x y z (Å)
C1 -1.062 0.087 0.415
C2 0.155 0.602 -0.335
O1 1.344 0.211 0.354
N1 1.996 -0.822 -0.323
O2 1.396 -1.897 -0.217
H1 -1.113 -1.005 0.369
H2 -1.009 0.361 1.474
H3 -1.982 0.495 -0.012
H4 0.135 1.697 -0.344
H5 0.141 0.271 -1.381



# 2
2 unconnected molecules or ions with the total composition C4H14N2O2 at a distorted geometry, computed with ωB97M-V with the def2-TZVPD basis set.

- Relative energy (zero: lowest compared OMol25 entry of this formula, charge and spin): 1.394 eV
- SMILES: C[C@H](CN)NCO.O
- HOMO-LUMO gap: 0.3461 Eh
- Calculated total energy: -420.75386 a.u.

Element x y z (Å)
C1 -1.173 -0.886 -0.675
C2 0.034 -0.084 -0.197
C3 -0.128 1.457 -0.467
N1 -1.510 1.845 -0.719
N2 1.414 -0.458 -0.612
C4 1.994 -1.641 -0.019
O1 1.106 -2.765 0.038
H1 -1.298 -1.067 -1.758
H2 -1.238 -1.885 -0.246
H3 -2.055 -0.372 -0.325
H4 0.045 -0.284 0.881
H5 0.381 1.983 0.338
H6 0.486 1.523 -1.371
H7 -1.575 2.841 -0.881
H8 -2.112 1.604 0.056
H9 1.528 -0.372 -1.614
H10 2.197 -1.465 1.041
H11 2.890 -2.041 -0.506
H12 0.705 -2.916 -0.818
O2 -0.311 1.517 2.401
H13 -0.698 2.385 2.266
H14 -0.683 1.080 3.186



# 3
3 unconnected molecules or ions with the total composition C24H49FNO4S2 at a distorted geometry, computed with ωB97M-V with the def2-TZVPD basis set.

- Net charge: +1
- HOMO-LUMO gap: 0.2962 Eh
- Calculated total energy: -2195.25904 a.u.

Element x y z (Å)
C1 1.683 -0.135 5.445
C2 0.669 -1.088 4.518
C3 1.337 -2.620 4.482
O1 1.229 -3.080 3.085
C4 2.385 -3.894 2.676
O2 2.515 -5.108 3.260
C5 3.443 -3.340 1.505
S1 2.569 -1.981 0.560
N1 3.084 -1.952 -1.144
C6 3.171 -3.329 -1.743
C7 3.610 -3.103 -3.342
C8 2.187 -2.634 -4.066
F1 2.334 -2.266 -5.491
C9 1.522 -1.392 -3.244
C10 2.250 -0.943 -1.865
O3 0.816 -0.578 3.131
C11 -0.369 0.219 2.730
O4 -0.937 1.182 3.470
C12 -0.965 -0.122 1.205
S2 -2.240 1.118 0.609
H1 1.429 0.977 5.123
H2 1.560 -0.332 6.591
H3 2.773 -0.376 5.034
H4 -0.434 -1.095 4.907
H5 0.752 -3.383 5.168
H6 2.432 -2.543 4.888
H7 3.729 -4.283 0.862
H8 4.433 -2.998 2.055
H9 4.080 -1.577 -1.104
H10 4.049 -3.952 -1.273
H11 2.147 -3.897 -1.772
H12 4.441 -2.268 -3.464
H13 3.952 -4.149 -3.737
H14 1.451 -3.570 -3.988
H15 0.357 -1.552 -3.041
H16 1.563 -0.449 -3.977
H17 2.900 0.022 -2.049
H18 1.388 -0.600 -1.113
H19 0.001 -0.163 0.514
H20 -1.440 -1.195 1.296
H21 -2.819 0.494 -0.543
C13 1.147 4.225 2.135
C14 -0.141 4.380 2.929
C15 -0.921 5.648 2.573
C16 -0.194 6.967 2.864
C17 0.244 7.165 4.318
C18 -0.921 7.209 5.294
H22 1.846 5.042 2.336
H23 1.646 3.289 2.407
H24 0.942 4.200 1.061
H25 0.081 4.354 4.001
H26 -0.780 3.512 2.728
H27 -1.878 5.633 3.107
H28 -1.174 5.622 1.505
H29 -0.853 7.795 2.576
H30 0.688 7.047 2.218
H31 0.793 8.111 4.388
H32 0.946 6.380 4.617
H33 -1.611 8.019 5.040
H34 -0.554 7.384 6.310
H35 -1.479 6.268 5.301
C19 -4.926 -2.402 -6.557
C20 -4.171 -1.394 -5.705
C21 -2.697 -1.757 -5.506
C22 -2.443 -3.074 -4.761
C23 -3.067 -3.167 -3.366
C24 -2.525 -2.130 -2.396
H36 -4.949 -3.390 -6.089
H37 -5.963 -2.077 -6.693
H38 -4.469 -2.497 -7.546
H39 -4.672 -1.278 -4.739
H40 -4.222 -0.415 -6.197
H41 -2.202 -0.936 -4.974
H42 -2.209 -1.816 -6.487
H43 -1.358 -3.217 -4.675
H44 -2.808 -3.911 -5.366
H45 -2.862 -4.165 -2.961
H46 -4.157 -3.080 -3.428
H47 -1.441 -2.232 -2.283
H48 -2.981 -2.264 -1.409
H49 -2.744 -1.112 -2.727



# 4
A molecular structure, C12H30ClInN2PS, computed with ωB97M-V with the def2-TZVPD basis set.

- Net charge: -1
- HOMO-LUMO gap: 0.2509 Eh
- Calculated total energy: -1974.59508 a.u.

Element x y z (Å)
C1 7.050 0.197 2.488
C2 5.865 -0.763 2.443
C3 6.070 -1.934 1.477
N1 4.867 -0.616 3.191
In1 2.944 -0.699 2.299
C4 1.595 0.764 3.223
C5 0.304 1.007 2.472
C6 -0.311 -0.191 1.768
Cl1 -1.004 1.630 3.622
P1 3.305 0.199 -0.112
S1 3.902 2.099 -0.257
H1 7.843 -0.218 3.123
H2 6.713 1.143 2.909
H3 7.467 0.357 1.491
H4 6.694 -2.692 1.959
H5 6.578 -1.616 0.560
H6 5.108 -2.375 1.205
H7 2.337 -2.357 2.183
H8 2.162 1.699 3.221
H9 1.410 0.521 4.270
H10 0.439 1.820 1.760
H11 -0.603 -0.943 2.503
H12 -1.218 0.110 1.238
H13 0.378 -0.621 1.037
H14 2.127 -0.012 -0.864
H15 4.194 -0.647 -0.811
C7 -4.661 1.357 -0.133
C8 -3.572 0.934 -1.107
N2 -3.776 -0.391 -1.666
C9 -2.608 -0.911 -2.356
C10 -2.131 -0.188 -3.621
C11 -5.054 -0.605 -2.319
C12 -5.430 0.315 -3.490
H16 -4.778 0.619 0.662
H17 -4.380 2.307 0.325
H18 -5.627 1.502 -0.619
H19 -2.624 0.915 -0.564
H20 -3.470 1.714 -1.879
H21 -2.800 -1.961 -2.593
H22 -1.787 -0.915 -1.632
H23 -2.778 -0.384 -4.476
H24 -1.130 -0.537 -3.884
H25 -2.071 0.891 -3.474
H26 -5.837 -0.525 -1.560
H27 -5.082 -1.647 -2.651
H28 -5.213 1.360 -3.265
H29 -6.501 0.238 -3.689
H30 -4.907 0.051 -4.409



# 5
A molecular structure, C43H58ClIMgN3O3 at a distorted geometry, computed with ωB97M-V with the def2-TZVPD basis set.

- Net charge: -1
- HOMO-LUMO gap: 0.2127 Eh
- Calculated total energy: -3021.54715 a.u.

Element x y z (Å)
Mg1 -0.204 -0.536 2.581
C1 -1.290 0.633 4.935
N1 0.053 0.028 4.628
C2 0.330 -1.027 5.635
C3 1.142 1.047 4.650
C4 0.825 2.210 3.717
N2 0.506 1.690 2.343
C5 1.821 1.726 1.605
C6 1.839 1.055 0.247
C7 2.213 1.774 -0.874
C8 2.476 1.114 -2.056
C9 2.326 -0.284 -2.097
C10 1.901 -1.051 -1.048
C11 1.563 -0.354 0.159
O1 1.174 -1.001 1.197
C12 1.913 -2.577 -1.207
C13 1.454 -3.379 0.015
C14 1.000 -2.951 -2.398
C15 3.384 -2.989 -1.535
C16 2.985 1.812 -3.310
C17 4.453 1.373 -3.586
C18 2.097 1.395 -4.528
C19 2.949 3.357 -3.142
C20 -0.497 2.662 1.773
C21 -1.057 2.260 0.431
C22 -1.127 3.207 -0.580
C23 -1.836 2.931 -1.747
C24 -2.427 1.670 -1.879
C25 -2.367 0.673 -0.941
C26 -1.644 0.961 0.260
O2 -1.626 0.102 1.224
C27 -3.174 -0.615 -1.166
C28 -2.982 -1.702 -0.092
C29 -2.759 -1.181 -2.551
C30 -4.682 -0.214 -1.200
C31 -2.016 3.954 -2.857
C32 -3.538 4.265 -2.996
C33 -1.506 3.361 -4.204
C34 -1.263 5.273 -2.538
H1 -1.262 1.208 5.876
H2 -2.013 -0.176 5.025
H3 -1.621 1.270 4.114
H4 0.315 -0.611 6.648
H5 1.307 -1.487 5.466
H6 -0.432 -1.805 5.557
H7 2.072 0.567 4.328
H8 1.291 1.420 5.686
H9 1.687 2.896 3.681
H10 -0.033 2.771 4.106
H11 2.541 1.229 2.260
H12 2.127 2.780 1.471
H13 2.281 2.846 -0.798
H14 2.581 -0.770 -3.029
H15 0.440 -3.160 0.291
H16 2.101 -3.198 0.855
H17 1.510 -4.445 -0.228
H18 -0.042 -2.687 -2.204
H19 1.033 -4.032 -2.570
H20 1.303 -2.475 -3.330
H21 4.077 -2.651 -0.761
H22 3.723 -2.583 -2.483
H23 3.444 -4.077 -1.598
H24 4.530 0.293 -3.730
H25 5.084 1.661 -2.764
H26 4.813 1.858 -4.492
H27 2.185 0.337 -4.763
H28 2.400 1.959 -5.408
H29 1.051 1.605 -4.326
H30 3.645 3.685 -2.376
H31 1.929 3.693 -2.913
H32 3.256 3.814 -4.086
H33 -0.015 3.648 1.669
H34 -1.316 2.746 2.506
H35 -0.648 4.169 -0.444
H36 -3.005 1.466 -2.770
H37 -1.956 -2.061 -0.041
H38 -3.607 -2.552 -0.399
H39 -3.295 -1.357 0.880
H40 -1.677 -1.338 -2.622
H41 -3.043 -0.530 -3.377
H42 -3.242 -2.149 -2.732
H43 -4.975 0.214 -0.246
H44 -5.295 -1.102 -1.382
H45 -4.908 0.500 -1.998
H46 -4.133 3.385 -3.249
H47 -3.692 4.996 -3.781
H48 -3.926 4.672 -2.069
H49 -2.054 2.456 -4.464
H50 -0.444 3.120 -4.157
H51 -1.658 4.104 -4.993
H52 -1.648 5.739 -1.634
H53 -1.419 5.970 -3.366
H54 -0.191 5.111 -2.422
Cl1 -0.881 -7.450 2.488
C35 -1.105 -5.771 2.678
C36 -2.389 -5.255 2.661
C37 -2.645 -3.887 2.865
I1 -4.515 -3.085 3.062
C38 -1.554 -2.955 3.018
O3 -1.661 -1.696 3.160
C39 -0.190 -3.522 3.044
N3 0.831 -2.635 3.214
C40 2.068 -3.097 3.329
C41 2.393 -4.464 3.232
C42 1.377 -5.376 2.993
C43 0.036 -4.937 2.886
H55 -3.222 -5.939 2.507
H56 2.853 -2.350 3.420
H57 3.439 -4.763 3.276
H58 1.585 -6.434 2.882



# 6
A single C10H10O5 molecule at a distorted geometry, computed with ωB97M-V with the def2-TZVPD basis set.

- Relative energy (zero: lowest compared OMol25 entry of this formula, charge and spin): 0.000 eV
- SMILES: OC[C@@]12OO[C@]1(CO)c1ccccc1O2
- HOMO-LUMO gap: 0.3631 Eh
- Calculated total energy: -763.06605 a.u.

Element x y z (Å)
O1 -1.366 2.803 2.172
C1 -1.895 1.635 1.478
C2 -0.867 1.238 0.453
O2 0.041 2.417 0.197
O3 1.079 1.585 0.576
C3 0.376 0.372 0.731
C4 0.536 -0.333 1.996
O4 1.830 -1.151 2.088
C5 0.435 -0.481 -0.470
C6 1.509 -1.307 -0.905
C7 1.379 -1.905 -2.112
C8 0.214 -1.681 -2.898
C9 -0.829 -0.884 -2.451
C10 -0.756 -0.255 -1.158
O5 -1.533 0.736 -0.681
H1 -0.877 3.424 1.580
H2 -2.006 0.732 2.175
H3 -2.870 1.855 0.905
H4 0.655 0.350 2.862
H5 -0.332 -1.001 2.132
H6 2.135 -1.351 1.170
H7 2.555 -1.236 -0.469
H8 2.180 -2.470 -2.448
H9 0.148 -2.250 -3.836
H10 -1.743 -0.842 -3.085